{
  "formula": "C9H10OSe",
  "method": "the ωB97M-V functional and the def2-TZVPD basis",
  "e_above_lowest_ev": 4.156,
  "gap_ha": 0.2745,
  "species": ["C", "C", "C", "C", "C", "C", "C", "C", "C", "O", "Se", "H", "H", "H", "H", "H", "H", "H", "H", "H", "H"],
  "coordinates": [[1.486, -1.675, 3.218], [0.154, -1.817, 2.810], [2.198, -0.548, 2.818], [-0.457, -0.849, 2.074], [1.716, 0.198, 1.702], [0.342, 0.139, 1.412], [-3.385, 1.173, -2.583], [-2.774, 1.484, -1.395], [-1.783, 0.614, -0.651], [-1.075, -0.435, -1.440], [-0.704, 1.461, 0.482], [1.761, -2.386, 3.990], [-0.575, -2.556, 3.275], [3.249, -0.281, 3.115], [-1.495, -0.874, 1.762], [2.485, 0.872, 1.262], [-4.232, 1.615, -3.136], [-3.026, 0.209, -2.998], [-2.946, 2.405, -0.842], [0.635, 2.246, 0.086], [-0.690, -0.929, -0.685]]
}

{
  "formula": "C75H60N8O2PRuS",
  "method": "the ωB97M-V functional and the def2-TZVPD basis",
  "total_charge": 1,
  "gap_ha": [0.1876, 0.1907],
  "species": ["Ru", "C", "N", "C", "N", "C", "C", "C", "C", "C", "C", "C", "C", "C", "C", "C", "C", "C", "C", "P", "C", "N", "C", "C", "N", "C", "C", "C", "C", "C", "C", "C", "C", "C", "C", "C", "C", "C", "C", "N", "C", "C", "N", "C", "C", "C", "C", "C", "C", "C", "C", "C", "C", "C", "C", "C", "H", "H", "H", "H", "H", "H", "H", "H", "H", "H", "H", "H", "H", "H", "H", "H", "H", "H", "H", "H", "H", "H", "H", "H", "H", "H", "H", "H", "H", "H", "H", "H", "H", "H", "H", "H", "H", "H", "H", "C", "C", "C", "C", "C", "C", "C", "S", "O", "O", "N", "C", "C", "C", "C", "C", "N", "H", "H", "H", "H", "H", "H", "H", "H", "H", "H", "H", "C", "C", "C", "C", "C", "C", "C", "C", "C", "C", "C", "C", "C", "C", "C", "H", "H", "H", "H", "H", "H", "H", "H", "H", "H"],
  "coordinates": [[0.285, 1.067, 0.723], [-3.377, -3.016, -1.576], [-2.903, -1.663, -1.462], [-1.782, -1.255, -0.816], [-1.677, 0.057, -0.831], [-2.759, 0.531, -1.513], [-3.539, -0.545, -1.919], [-4.711, -0.722, -2.785], [-6.000, -0.452, -2.343], [-7.085, -0.714, -3.162], [-6.891, -1.264, -4.418], [-5.608, -1.527, -4.867], [-4.522, -1.259, -4.055], [-2.925, 1.947, -1.799], [-4.154, 2.466, -2.201], [-4.300, 3.822, -2.431], [-3.222, 4.678, -2.275], [-1.983, 4.163, -1.927], [-1.834, 2.809, -1.692], [-0.464, -2.450, -0.432], [-0.216, -1.924, 1.297], [0.059, -0.707, 1.727], [0.048, -0.729, 3.089], [-0.248, -2.019, 3.493], [-0.414, -2.751, 2.349], [-0.765, -4.140, 2.242], [-0.340, -2.581, 4.835], [-1.421, -3.388, 5.185], [-1.492, -3.952, 6.444], [-0.492, -3.713, 7.371], [0.571, -2.885, 7.042], [0.649, -2.320, 5.783], [0.127, 0.495, 3.886], [1.004, 1.531, 3.542], [0.969, 2.730, 4.236], [0.080, 2.901, 5.282], [-0.756, 1.861, 5.655], [-0.743, 0.667, 4.960], [0.824, -1.487, -1.292], [0.948, -0.169, -1.400], [1.974, 0.062, -2.257], [2.478, -1.157, -2.689], [1.726, -2.119, -2.087], [1.854, -3.539, -2.266], [3.627, -1.441, -3.540], [4.869, -0.895, -3.222], [5.970, -1.189, -4.004], [5.846, -2.024, -5.103], [4.609, -2.549, -5.434], [3.503, -2.260, -4.657], [2.494, 1.367, -2.666], [2.879, 1.557, -3.993], [3.531, 2.715, -4.373], [3.819, 3.692, -3.433], [3.403, 3.528, -2.121], [2.718, 2.386, -1.745], [-3.048, -3.587, -0.707], [-4.466, -3.021, -1.617], [-2.995, -3.496, -2.480], [-6.136, -0.049, -1.352], [-8.083, -0.493, -2.813], [-7.739, -1.484, -5.049], [-5.451, -1.944, -5.850], [-3.519, -1.459, -4.403], [-4.995, 1.806, -2.336], [-5.262, 4.212, -2.736], [-3.342, 5.737, -2.454], [-1.129, 4.821, -1.851], [-0.857, 2.397, -1.458], [-0.441, -4.672, 3.135], [-1.845, -4.252, 2.128], [-0.284, -4.567, 1.360], [-2.223, -3.542, 4.480], [-2.335, -4.576, 6.700], [-0.544, -4.174, 8.345], [1.339, -2.688, 7.775], [1.480, -1.681, 5.527], [1.794, 1.366, 2.812], [1.655, 3.520, 3.962], [0.047, 3.836, 5.821], [-1.437, 1.982, 6.481], [-1.426, -0.125, 5.222], [2.836, -3.765, -2.679], [1.750, -4.051, -1.309], [1.088, -3.910, -2.951], [4.963, -0.250, -2.362], [6.930, -0.764, -3.754], [6.708, -2.258, -5.709], [4.498, -3.181, -6.301], [2.531, -2.643, -4.932], [2.673, 0.786, -4.722], [3.842, 2.836, -5.401], [4.367, 4.577, -3.721], [3.643, 4.277, -1.379], [2.401, 2.233, -0.718], [-8.068, 2.198, -0.479], [-6.748, 2.019, 0.204], [-6.416, 0.803, 0.792], [-5.176, 0.617, 1.374], [-4.262, 1.652, 1.383], [-4.585, 2.882, 0.844], [-5.825, 3.059, 0.255], [-2.752, 1.372, 2.300], [-2.559, -0.054, 2.400], [-2.869, 2.119, 3.524], [-1.503, 1.924, 1.401], [-1.008, 3.174, 1.419], [-1.568, 4.316, 2.014], [-0.924, 5.520, 1.857], [0.267, 5.575, 1.132], [0.786, 4.411, 0.611], [0.169, 3.238, 0.734], [-8.612, 1.257, -0.531], [-7.933, 2.573, -1.493], [-8.675, 2.919, 0.067], [-7.140, 0.002, 0.807], [-4.896, -0.316, 1.834], [-3.874, 3.691, 0.872], [-6.084, 4.016, -0.169], [-2.460, 4.208, 2.608], [-1.337, 6.420, 2.289], [0.789, 6.507, 0.995], [1.722, 4.407, 0.067], [2.224, 0.512, 0.737], [3.271, -0.123, 0.638], [4.391, -0.934, 0.444], [4.122, -2.355, 0.398], [3.082, -2.887, 1.178], [2.797, -4.235, 1.157], [3.512, -5.094, 0.333], [4.531, -4.584, -0.459], [4.836, -3.237, -0.431], [5.694, -0.362, 0.288], [5.845, 1.018, 0.051], [7.095, 1.588, -0.046], [8.237, 0.808, 0.092], [8.111, -0.552, 0.337], [6.864, -1.130, 0.442], [2.538, -2.228, 1.840], [2.031, -4.636, 1.805], [3.275, -6.148, 0.308], [5.091, -5.250, -1.102], [5.611, -2.854, -1.079], [4.963, 1.630, -0.066], [7.192, 2.649, -0.223], [9.214, 1.260, 0.029], [8.993, -1.162, 0.474], [6.791, -2.177, 0.689]]
}

{
  "formula": "C24H51AlBBrClCs2F9N6O7PS",
  "method": "the ωB97M-V functional and the def2-TZVPD basis",
  "total_charge": -1,
  "gap_ha": 0.0462,
  "species": ["C", "N", "C", "C", "C", "N", "C", "N", "Br", "C", "C", "C", "C", "C", "C", "C", "C", "N", "P", "N", "H", "H", "H", "H", "H", "H", "H", "H", "H", "H", "H", "H", "H", "H", "H", "H", "H", "H", "H", "H", "H", "H", "F", "Cs", "B", "F", "F", "F", "F", "C", "O", "H", "H", "H", "C", "C", "O", "S", "O", "O", "O", "H", "H", "H", "H", "C", "C", "N", "C", "C", "C", "C", "C", "O", "C", "H", "H", "H", "H", "H", "H", "H", "H", "H", "H", "H", "H", "H", "H", "H", "H", "H", "H", "H", "H", "Cs", "O", "H", "H", "Cl", "F", "Al", "F", "F", "F"],
  "coordinates": [[-2.585, 0.593, -1.369], [-2.192, -0.848, -1.194], [-1.403, -1.389, -2.345], [0.057, -0.695, -2.562], [0.702, -0.123, -1.206], [2.132, -0.532, -1.436], [2.358, -1.218, -2.720], [3.598, -1.550, -3.057], [3.942, -2.501, -4.696], [4.819, -1.234, -2.234], [5.546, 0.014, -2.943], [5.865, 1.243, -1.980], [5.150, 1.601, -0.657], [5.604, 2.895, 0.120], [6.733, 3.888, -0.336], [7.495, 3.536, -1.652], [7.044, 2.226, -2.457], [1.082, -1.420, -3.435], [0.935, -0.564, -5.014], [-0.493, -0.877, -5.747], [-1.706, 1.273, -1.696], [-3.475, 0.741, -2.093], [-2.903, 0.973, -0.325], [-1.746, -1.029, -0.287], [-2.104, -1.332, -3.282], [-1.198, -2.510, -2.159], [-0.224, 0.300, -3.111], [0.687, 1.017, -1.143], [0.393, -0.717, -0.278], [2.237, -1.342, -0.784], [4.596, -1.099, -1.127], [5.503, -2.156, -2.332], [6.462, -0.396, -3.493], [4.838, 0.413, -3.764], [4.308, 0.950, -0.260], [5.074, 3.173, 1.103], [7.025, 4.839, 0.233], [8.339, 4.251, -2.009], [7.625, 2.014, -3.462], [1.122, 0.856, -4.733], [1.949, -0.932, -5.952], [-1.032, -1.548, -5.165], [0.851, -2.591, -1.428], [-1.701, 1.285, -5.119], [0.563, 5.459, -8.113], [-0.008, 4.333, -7.426], [-0.332, 5.894, -9.142], [0.778, 6.526, -7.180], [1.817, 5.073, -8.696], [-5.957, 2.581, -1.764], [-4.922, 3.225, -2.312], [-5.759, 1.577, -1.333], [-6.467, 3.077, -0.913], [-6.823, 2.358, -2.424], [-2.996, 2.308, 3.962], [-3.721, 1.167, 4.663], [-4.921, 0.969, 3.917], [-4.636, 1.320, 2.353], [-4.368, 0.089, 1.660], [-5.609, 2.278, 1.915], [-3.216, 2.098, 2.569], [-3.428, 3.275, 4.234], [-1.927, 2.313, 4.181], [-3.951, 1.397, 5.704], [-3.137, 0.241, 4.616], [-4.727, -2.312, 4.359], [-4.604, -3.759, 3.927], [-3.281, -4.090, 3.222], [-3.186, -3.213, 1.963], [-3.314, -5.530, 2.690], [-3.394, -6.633, 3.733], [-2.025, -3.777, 4.060], [-1.939, -4.388, 5.461], [-2.992, -3.936, 6.293], [-3.312, -4.849, 7.338], [-4.761, -1.635, 3.506], [-5.665, -2.179, 4.905], [-3.921, -1.990, 5.019], [-5.402, -3.995, 3.216], [-4.722, -4.431, 4.773], [-4.088, -3.361, 1.369], [-2.303, -3.520, 1.399], [-3.084, -2.169, 2.259], [-2.419, -5.666, 2.076], [-4.189, -5.590, 2.037], [-2.403, -6.886, 4.111], [-3.761, -7.545, 3.250], [-4.069, -6.415, 4.558], [-1.984, -2.690, 4.144], [-1.171, -4.105, 3.460], [-0.999, -4.053, 5.916], [-1.893, -5.475, 5.428], [-2.466, -5.488, 7.609], [-4.154, -5.470, 7.019], [-3.618, -4.277, 8.215], [6.348, 3.978, -4.356], [4.368, 5.914, 1.580], [4.948, 5.573, 0.887], [4.105, 5.127, 2.073], [-7.098, 0.914, 1.621], [9.987, 9.611, -3.622], [10.970, 8.186, -4.004], [11.805, 8.435, -5.548], [9.917, 6.759, -4.126], [12.164, 7.925, -2.718]]
}